A structure of composition C17H12LiN4O4, computed with the ωB97M-V functional and the def2-TZVPD basis.

XYZ file:
```
38
Properties=species:S:1:pos:R:3:lowdin_charge:R:1
O -0.325 2.286 -0.655 -0.150
O -4.808 3.787 -0.239 0.142
O -1.871 3.853 -0.153 0.036
O -6.278 2.173 0.074 0.073
N 2.460 -0.284 1.214 0.057
N -3.086 -0.467 -0.184 0.004
N 2.030 0.032 0.098 -0.001
N -2.055 0.357 -0.383 0.055
C -3.959 1.540 -0.157 -0.056
C 4.387 -0.128 -0.711 -0.037
C 1.489 -0.242 2.281 -0.336
C -4.241 0.193 -0.037 -0.054
C 2.075 -0.245 3.547 -0.077
C 5.266 -0.185 -1.780 -0.097
C -0.121 -0.100 4.465 -0.130
C -1.492 2.719 -0.399 -0.652
C -2.541 1.587 -0.356 -0.114
C 4.788 -0.148 -3.087 -0.110
C -4.986 2.615 -0.140 -0.463
C 0.115 -0.210 2.006 -0.122
C 3.424 -0.041 -3.317 -0.092
C 2.543 0.023 -2.245 -0.025
C 3.022 -0.038 -0.947 -0.238
C 1.256 -0.167 4.658 -0.132
C -0.656 -0.117 3.180 -0.176
Li 0.060 0.673 0.073 0.539
H 1.680 -0.154 5.655 0.084
H -0.776 -0.037 5.330 0.084
H 3.155 -0.285 3.649 0.092
H 3.044 0.005 -4.329 0.098
H 5.478 -0.188 -3.920 0.092
H -2.911 -1.452 -0.087 0.156
H -1.741 -0.051 3.096 0.065
H 6.331 -0.252 -1.596 0.095
H -5.155 -0.352 0.148 0.120
H 4.739 -0.157 0.311 0.099
H 1.477 0.136 -2.402 0.111
H -6.297 1.213 0.121 0.061
```

Computed properties:
- 2S+1 = 1
- calculated total energy (Ha) = -1182.61642
- charge = -1